No. 1
The following is a DFT calculation (ωB97M-V/def2-TZVPD) of the molecule C6H12.

The geometry in ORCA input format:
```
! wB97M-V def2-TZVPD RIJCOSX def2/J DEFGRID3
* xyz 0 1
H -1.62 2.12 0.48
H 1.08 -0.03 -1.97
H -0.13 -2.27 1.23
H 1.23 -2.00 -0.73
H -1.04 0.79 -1.53
C 1.22 -1.12 -0.07
C 0.05 -1.24 0.91
H 1.65 0.96 -0.65
H -1.47 -1.36 -0.64
H 2.20 -1.09 0.43
H -0.10 1.66 1.26
H -0.07 2.69 -0.17
C 0.95 0.16 -0.90
C -0.58 1.83 0.29
C -1.12 -0.65 0.11
H -1.97 -0.39 0.74
C -0.51 0.58 -0.59
H 0.23 -0.65 1.81
*
```

The calculation puts the HOMO energy at -10.9884 eV. For the lowest unoccupied orbital energy, the calculation gives 1.2 eV. Its structure (SMILES) is CC1CCCC1. The calculation puts the energy relative to the best compared isomer or geometry (same formula, charge and spin) at 0.1151 eV. For the orbital gap, the calculation gives 0.448 hartree.

Atomic partial charges in e from the Mulliken method, atoms 1 to 2: 0.382, 0.268


No. 2
The following is a DFT calculation (ωB97M-V/def2-TZVPD) of the molecule C6H12.

The geometry in ORCA input format:
```
! wB97M-V def2-TZVPD RIJCOSX def2/J DEFGRID3
* xyz 0 1
C 1.29 -1.54 -0.05
H 0.92 -2.52 0.30
H -1.68 -2.18 -0.20
H -0.60 2.10 -0.30
C -0.81 -0.41 0.96
H -2.87 -0.83 0.44
C 0.37 1.93 -0.78
H 2.23 0.63 -0.48
C 0.63 -0.41 0.31
H 2.30 -1.59 -0.58
H -1.84 -0.49 -1.00
H 0.14 1.48 -1.78
H -1.07 0.65 1.17
H -0.81 -0.99 1.97
C -1.91 -1.05 -0.04
H 1.50 1.42 1.02
C 1.26 0.93 0.01
H 0.95 2.86 -0.97
*
```

The calculation puts the HOMO energy at -9.0930 eV. For the lowest unoccupied orbital energy, the calculation gives 1.1 eV. Its structure (SMILES) is C=C(CC)CC. The calculation puts the energy relative to the best compared isomer or geometry (same formula, charge and spin) at 1.5450 eV. For the orbital gap, the calculation gives 0.374 hartree.

Atomic partial charges in e from the Mulliken method, atoms 1 to 2: -0.962, 0.248


No. 3
The following is a DFT calculation (ωB97M-V/def2-TZVPD) of the molecule C6H12.

The geometry in ORCA input format:
```
! wB97M-V def2-TZVPD RIJCOSX def2/J DEFGRID3
* xyz 0 1
H -1.62 1.76 0.17
H -0.31 0.64 -1.65
C -2.16 -0.48 0.51
H 0.96 -1.79 1.03
C 1.51 -0.84 0.96
H 2.57 -1.05 1.12
H -2.34 -0.69 -0.53
H -1.79 -1.41 1.02
H -3.09 -0.20 1.05
C -1.02 0.87 0.40
C 0.08 0.68 -0.62
C 1.47 1.29 -0.55
C 1.28 -0.19 -0.39
H 1.93 1.65 -1.47
H -1.08 0.42 1.37
H 1.73 1.87 0.33
H 1.16 -0.19 1.77
H 1.57 -0.80 -1.24
*
```

The calculation puts the HOMO energy at -9.0399 eV. For the lowest unoccupied orbital energy, the calculation gives 1.2 eV. Its structure (SMILES) is CC[C@H]1C[C@H]1C. The calculation puts the energy relative to the best compared isomer or geometry (same formula, charge and spin) at 3.0455 eV. For the orbital gap, the calculation gives 0.376 hartree.

Atomic partial charges in e from the Mulliken method, atoms 1 to 2: 0.326, 0.380


No. 4
The following is a DFT calculation (ωB97M-V/def2-TZVPD) of a cluster of 3 separate species, C6H12 in total.

The geometry in ORCA input format:
```
! wB97M-V def2-TZVPD RIJCOSX def2/J DEFGRID3
* xyz 0 1
H -1.02 0.64 -2.18
C 0.65 1.24 0.77
H -1.67 -1.39 -0.95
H 1.78 -1.12 1.28
H -1.50 0.60 0.63
H 1.49 1.27 1.44
C 0.24 1.56 -0.41
C 0.70 -1.31 1.39
H 0.05 -2.04 -1.19
H 0.71 0.03 -2.29
H -1.22 2.38 1.04
C -0.65 -1.22 -1.28
H 0.15 -0.95 0.51
C -0.81 1.45 0.64
H 0.53 -2.38 1.42
H 0.34 -0.84 2.31
C -0.29 -0.09 -1.88
H 0.54 2.16 -1.24
*
```

The calculation puts the HOMO energy at -8.5017 eV. For the lowest unoccupied orbital energy, the calculation gives 1.0 eV. Its structure (SMILES) is C1=CC1.C=C.C. The calculation puts the energy relative to the best compared isomer or geometry (same formula, charge and spin) at 5.2864 eV. For the orbital gap, the calculation gives 0.349 hartree.

Atomic partial charges in e from the Mulliken method, atoms 1 to 2: 0.335, -0.528


No. 5
The following is a DFT calculation (ωB97M-V/def2-TZVPD) of a cluster of 2 separate species, C6H12 in total.

The geometry in ORCA input format:
```
! wB97M-V def2-TZVPD RIJCOSX def2/J DEFGRID3
* xyz 0 1
H 2.97 -0.37 -0.35
H 2.98 0.04 1.38
H -1.16 -1.74 -1.12
C -1.76 1.35 -0.73
H 1.12 1.31 0.79
C -0.18 -1.37 -0.82
H 0.65 -1.68 -1.44
H -2.20 -0.37 0.50
H -1.72 0.86 -1.71
C -1.43 0.40 0.41
C 1.08 0.27 0.44
C -0.13 -0.32 0.05
H -2.74 1.83 -0.64
C 2.42 -0.46 0.60
H 2.11 -1.48 0.81
H -1.04 2.17 -0.79
H 0.31 -0.85 1.74
H -1.32 0.98 1.33
*
```

The calculation puts the HOMO energy at -7.2258 eV. For the lowest unoccupied orbital energy, the calculation gives -0.4 eV. The calculation puts the energy relative to the best compared isomer or geometry (same formula, charge and spin) at 5.1740 eV. For the orbital gap, the calculation gives 0.250 hartree.

Atomic partial charges in e from the Mulliken method, atoms 1 to 2: 0.306, 0.381


No. 6
The following is a DFT calculation (ωB97M-V/def2-TZVPD) of the molecule C6H12.

The geometry in ORCA input format:
```
! wB97M-V def2-TZVPD RIJCOSX def2/J DEFGRID3
* xyz 0 1
H -1.63 0.38 0.92
C -1.11 -0.09 -2.03
C 0.62 1.16 1.99
H 2.54 0.17 0.50
H -0.11 0.30 -2.23
H -1.40 -0.68 -2.96
H 0.98 0.63 2.87
C 0.44 0.22 0.82
H -2.21 -1.33 -0.68
C 1.67 -0.45 0.21
C -0.83 -0.07 0.38
H 1.87 -1.45 0.62
H 1.57 -0.48 -0.88
H -1.82 0.78 -1.94
H 1.34 1.96 1.76
H -0.44 -1.78 -0.77
C -1.14 -0.96 -0.76
H -0.33 1.68 2.17
*
```

The calculation puts the HOMO energy at -8.6059 eV. For the lowest unoccupied orbital energy, the calculation gives 1.1 eV. Its structure (SMILES) is CCC=C(C)C. The calculation puts the energy relative to the best compared isomer or geometry (same formula, charge and spin) at 0.9971 eV. For the orbital gap, the calculation gives 0.356 hartree.

Atomic partial charges in e from the Mulliken method, atoms 1 to 2: 0.343, -0.996


No. 7
The following is a DFT calculation (ωB97M-V/def2-TZVPD) of a structure of composition C6H12AgF5NO12S3.

The geometry in ORCA input format:
```
! wB97M-V def2-TZVPD RIJCOSX def2/J DEFGRID3
* xyz -2 2
C -1.90 2.21 -2.24
O -2.38 -1.91 -1.04
H -2.85 -3.47 0.14
H -2.48 1.85 -3.09
F 2.19 0.77 0.23
O -0.04 0.03 1.81
O 0.53 -2.62 -0.32
N 4.57 1.08 0.27
C -4.45 -1.99 0.12
H -4.00 -1.51 0.98
H -5.28 -2.64 0.40
C -3.36 -2.82 -0.57
C -0.41 2.03 -2.62
O -2.12 1.29 -1.18
F -0.10 0.52 5.14
F -1.49 -0.78 4.19
O 5.69 2.62 -1.33
H -3.76 -3.50 -1.32
O 2.81 2.80 1.30
O 5.74 3.16 1.13
F 0.21 -1.57 5.26
Ag -0.54 -0.32 -0.39
H -2.23 3.21 -1.95
O 0.45 -1.76 -2.32
H -4.83 -1.21 -0.54
C -0.22 -0.61 4.46
H -2.96 1.51 -0.79
S 3.16 2.01 0.13
H -0.19 2.77 -3.39
H 0.40 2.15 -1.91
O 1.37 -1.80 2.55
O 2.84 2.54 -1.19
S 5.55 2.23 0.03
H -0.18 1.03 -2.98
C 0.86 -2.59 -1.53
S 0.90 -0.45 2.87
O 2.02 0.41 3.20
F 6.78 1.22 0.16
O 1.45 -3.53 -2.06
H -1.75 -2.36 -1.61
*
```

The calculation puts the HOMO energy (spin up / spin down) at -3.5839 / -3.5671 eV. For the lowest unoccupied orbital energy (spin up / spin down), the calculation gives 4.2 / 4.0 eV. For the orbital gap (spin up / spin down), the calculation gives 0.285 / 0.279 hartree.

Atomic partial charges in e from the Mulliken method, atoms 1 to 2: -0.123, -0.360


No. 8
The following is a DFT calculation (ωB97M-V/def2-TZVPD) of a cluster of 3 separate species, C6H12Br6 in total.

The geometry in ORCA input format:
```
! wB97M-V def2-TZVPD RIJCOSX def2/J DEFGRID3
* xyz 0 1
H 3.87 14.40 16.65
H 2.55 16.83 17.98
Br 0.96 12.60 10.32
Br 1.74 15.78 13.54
C 0.34 9.02 9.42
Br -1.39 8.49 10.14
C 1.14 7.88 8.87
C 3.74 15.47 16.82
H 0.85 9.54 10.23
H 0.35 13.20 12.63
H 1.63 15.51 17.21
H 2.12 13.03 12.48
C 2.57 15.78 17.70
H 0.11 9.75 8.64
Br 2.58 14.76 19.36
H 2.21 15.16 11.18
C 1.37 14.93 11.83
Br 5.41 16.11 17.56
H 3.60 15.95 15.85
Br 1.56 6.55 10.21
C 1.22 13.45 12.05
H 2.10 8.24 8.52
H 0.64 7.36 8.06
H 0.47 15.40 11.43
*
```

The calculation puts the HOMO energy at -10.0911 eV. For the lowest unoccupied orbital energy, the calculation gives 0.3 eV. Its structure (SMILES) is BrCCBr.BrCCBr.BrCCBr. The calculation puts the energy relative to the best compared isomer or geometry (same formula, charge and spin) at 0.2206 eV. For the orbital gap, the calculation gives 0.381 hartree.

Atomic partial charges in e from the Mulliken method, atoms 1 to 2: 0.379, 0.399


No. 9
The following is a DFT calculation (ωB97M-V/def2-TZVPD) of a cluster of 3 separate species, C6H12Br6 in total.

The geometry in ORCA input format:
```
! wB97M-V def2-TZVPD RIJCOSX def2/J DEFGRID3
* xyz 0 1
H 7.02 -4.03 1.15
H -9.30 0.32 0.44
Br -1.12 1.24 -0.83
H -7.25 0.16 -1.84
H -0.21 2.48 1.10
C 0.16 2.42 0.08
Br 6.66 -2.43 3.02
H -7.73 -0.64 0.29
C 7.45 -3.05 1.35
H 7.99 -1.22 0.22
C -8.29 0.25 0.02
Br 2.76 3.19 0.92
Br 7.83 -3.17 -1.41
H 8.50 -3.28 1.52
H 1.79 0.88 0.31
Br -9.54 -0.52 -2.57
H 6.37 -1.58 0.14
Br -7.43 1.84 0.80
H -0.03 3.34 -0.46
C 7.33 -2.09 0.19
C -8.23 0.49 -1.48
C 1.63 1.88 -0.10
H -8.35 1.54 -1.76
H 1.99 1.98 -1.12
*
```

The calculation puts the HOMO energy at -10.3430 eV. For the lowest unoccupied orbital energy, the calculation gives 0.4 eV. Its structure (SMILES) is BrCCBr.BrCCBr.BrCCBr. The calculation puts the energy relative to the best compared isomer or geometry (same formula, charge and spin) at 0.7877 eV. For the orbital gap, the calculation gives 0.395 hartree.

Atomic partial charges in e from the Mulliken method, atoms 1 to 2: 0.386, 0.339


No. 10
The following is a DFT calculation (ωB97M-V/def2-TZVPD) of the molecule C6H12BrFO.

The geometry in ORCA input format:
```
! wB97M-V def2-TZVPD RIJCOSX def2/J DEFGRID3
* xyz 0 1
H 2.80 2.24 0.02
C -1.59 -1.00 0.78
H 0.83 -2.95 -0.58
H 0.67 3.23 0.84
H -0.52 -2.40 -1.47
C -0.17 -1.34 0.46
C -0.11 -2.58 -0.37
O 0.22 -0.24 -0.33
H -0.91 -3.36 0.03
H -0.34 2.52 -0.23
H 0.69 3.62 -0.87
H 1.76 1.50 -1.57
C 1.78 1.84 -0.47
Br 3.10 -0.64 -0.04
C 0.68 2.84 -0.23
F 1.46 0.70 1.56
H 0.41 -1.32 1.30
H -1.62 -0.11 1.55
H -2.08 -0.70 -0.13
C 1.54 0.51 0.27
H -2.32 -1.85 1.12
*
```

The calculation puts the HOMO energy at -10.0343 eV. For the lowest unoccupied orbital energy, the calculation gives 0.8 eV. Its structure (SMILES) is CC[C@](F)(Br)OC(C)C. The calculation puts the energy relative to the best compared isomer or geometry (same formula, charge and spin) at 0.5253 eV. For the orbital gap, the calculation gives 0.398 hartree.

Atomic partial charges in e from the Mulliken method, atoms 1 to 2: 0.302, -1.251